No. 1
This record from the OMol25 dataset describes a molecular structure, C24H50N4O6P2PdS. The level of theory is ωB97M-V/def2-TZVPD.

Its spin multiplicity is 5. Its HOMO energy (alpha / beta) is -20.059 / -20.439 eV. Its expectation value of S² is 6.026. The charge is +4. As for the relative energy (zero: lowest compared OMol25 entry of this formula, charge and spin): 0.918 eV. The value obtained for the molar mass is 691.12 g mol⁻¹. The value obtained for the orbital gap (alpha / beta) is 0.3381 / 0.2396 Ha. The energy is -2822.42170 a.u. As for the maximum force: 0.012 Eh/bohr.

The geometry in XYZ format:
```
88
Properties=species:S:1:pos:R:3:lowdin_spin:R:1
Pd 0.01 -0.32 -0.08 1.50
C 0.68 -6.50 0.10 0.00
C -0.74 -6.03 0.23 0.00
C -1.62 -6.36 -0.95 0.00
O -0.82 -4.53 0.44 0.01
P 0.06 -3.30 0.25 0.01
O -0.68 -2.09 0.85 0.11
C 1.69 -3.41 0.96 0.00
P 2.68 -1.93 0.66 0.02
O 1.85 -0.66 0.88 0.16
O 3.17 -1.97 -0.80 0.00
C 4.17 -2.99 -1.30 0.00
C 3.47 -3.86 -2.31 0.00
C 5.34 -2.22 -1.87 0.00
O 3.83 -2.08 1.66 0.01
C 4.51 -1.03 2.49 0.00
C 5.33 -0.12 1.60 0.00
C 5.32 -1.76 3.52 0.00
O 0.37 -2.99 -1.25 0.02
C -0.68 -2.93 -2.29 0.00
C -0.15 -3.64 -3.51 0.00
C -0.97 -1.46 -2.53 0.03
H 0.67 -7.58 -0.02 0.00
H 1.27 -6.28 0.99 0.00
H 1.17 -6.08 -0.79 0.00
H -1.19 -6.41 1.14 0.00
H -1.16 -6.05 -1.89 0.00
H -2.60 -5.90 -0.86 0.00
H -1.75 -7.44 -0.99 0.00
H 2.23 -4.28 0.56 0.00
H 1.58 -3.53 2.04 0.00
H 4.50 -3.58 -0.44 0.00
H 3.26 -3.31 -3.22 0.00
H 2.53 -4.27 -1.92 0.00
H 4.13 -4.70 -2.56 0.00
H 5.04 -1.66 -2.75 0.00
H 6.12 -2.93 -2.16 0.00
H 5.77 -1.54 -1.13 0.00
H 3.71 -0.46 2.97 0.00
H 6.14 -0.68 1.13 0.00
H 5.77 0.66 2.21 0.00
H 4.71 0.34 0.83 0.00
H 6.13 -2.32 3.05 0.00
H 4.70 -2.46 4.09 0.00
H 5.75 -1.04 4.22 0.00
H -1.56 -3.43 -1.90 0.00
H 0.74 -3.14 -3.90 0.00
H -0.92 -3.65 -4.29 0.00
H 0.11 -4.68 -3.29 0.00
H -0.03 -0.92 -2.67 0.01
H -1.56 -1.04 -1.71 0.01
H -1.57 -1.31 -3.43 0.00
N -1.22 3.46 -0.47 0.03
C -0.06 3.25 -1.07 0.04
S 0.58 1.71 -1.35 0.10
N 0.61 4.40 -1.43 0.13
C 1.69 4.61 -2.27 0.22
C 2.48 5.77 -1.99 0.07
C 3.53 6.05 -2.79 0.06
C 3.80 5.22 -3.92 0.31
C 2.97 4.10 -4.23 0.06
C 1.94 3.79 -3.42 0.08
H -1.86 2.68 -0.37 0.00
H -1.65 4.38 -0.44 0.00
H 0.25 5.26 -1.01 0.00
H 2.26 6.39 -1.13 0.00
H 4.18 6.89 -2.57 0.00
H 4.63 5.47 -4.57 0.01
H 3.14 3.54 -5.14 0.00
H 1.26 2.98 -3.67 0.00
C -2.27 -0.47 5.55 0.04
C -1.73 -1.04 4.21 0.04
C -0.25 -1.36 4.31 0.00
C -2.57 -2.26 3.78 0.03
N -1.98 0.02 3.21 0.56
N -1.05 0.62 2.47 0.29
H -2.08 -1.22 6.32 0.01
H -3.35 -0.30 5.50 0.00
H -1.77 0.46 5.82 0.00
H -0.14 -2.21 4.98 0.00
H 0.33 -0.54 4.74 0.00
H 0.17 -1.65 3.34 0.00
H -2.47 -3.02 4.56 0.00
H -2.22 -2.66 2.83 0.00
H -3.63 -2.01 3.70 0.00
H -2.95 0.24 2.98 0.01
H -0.12 0.47 2.86 0.01
H -1.25 1.61 2.32 0.02
```

***

No. 2
This record from the OMol25 dataset describes a molecular structure, C24H50N7O7P3S2V in a non-equilibrium geometry. The level of theory is ωB97M-V/def2-TZVPD.

Its spin multiplicity is 4. Its HOMO energy (alpha / beta) is -5.892 / -7.220 eV. Its expectation value of S² is 3.783. As for the relative energy (zero: lowest compared OMol25 entry of this formula, charge and spin): 0.572 eV. The value obtained for the molar mass is 756.71 g mol⁻¹. The value obtained for the orbital gap (alpha / beta) is 0.2248 / 0.2646 Ha. The energy is -4619.32949 a.u. As for the maximum force: 0.038 Eh/bohr.

The geometry in XYZ format:
```
94
Properties=species:S:1:pos:R:3:lowdin_spin:R:1
V -0.59 0.86 -0.02 2.24
C -2.19 0.87 5.21 0.00
S -3.29 1.41 3.88 0.00
C -2.23 1.39 2.46 0.02
S -0.96 0.22 2.29 0.01
N -2.58 2.28 1.59 0.01
N -1.82 2.23 0.42 0.07
C -2.02 3.22 -0.45 0.22
C -1.19 3.19 -1.61 0.07
C -1.04 4.28 -2.49 0.04
C -0.09 4.21 -3.47 0.04
C 0.72 3.06 -3.58 0.06
C 0.49 2.03 -2.71 0.02
N -0.46 2.05 -1.76 0.09
H -2.80 0.39 5.98 0.00
H -1.47 0.15 4.82 0.00
H -1.66 1.73 5.63 0.00
H -2.72 4.00 -0.22 0.01
H -1.64 5.16 -2.34 0.00
H 0.06 5.04 -4.15 0.00
H 1.50 2.99 -4.32 0.00
H 1.10 1.13 -2.75 0.00
C -1.69 -3.14 2.00 0.00
N -2.80 -2.48 1.32 0.00
C -3.84 -2.00 2.23 0.00
P -2.73 -1.80 -0.15 0.00
O -2.35 -0.39 -0.46 0.02
O -1.66 -2.81 -0.86 0.00
P -0.19 -2.39 -1.39 0.00
O 0.36 -1.16 -0.76 0.02
N 0.70 -3.69 -0.96 0.00
C 0.24 -5.08 -1.05 0.00
C 2.16 -3.53 -0.92 0.00
N -0.36 -2.27 -3.02 0.00
C -0.66 -3.47 -3.80 0.00
C -1.10 -1.10 -3.51 0.00
N -4.20 -2.06 -0.81 0.00
C -4.95 -1.01 -1.50 0.00
C -4.91 -3.32 -0.64 0.00
H -2.06 -4.05 2.47 0.00
H -1.26 -2.49 2.76 0.00
H -0.91 -3.42 1.30 0.00
H -4.39 -2.84 2.65 0.00
H -4.54 -1.34 1.72 0.00
H -3.39 -1.42 3.04 0.00
H -0.85 -5.12 -1.06 0.00
H 0.60 -5.62 -0.18 0.00
H 0.62 -5.58 -1.94 0.00
H 2.42 -2.50 -0.68 0.00
H 2.63 -3.80 -1.87 0.00
H 2.56 -4.18 -0.14 0.00
H -0.02 -4.30 -3.51 0.00
H -0.46 -3.25 -4.85 0.00
H -1.71 -3.77 -3.71 0.00
H -1.03 -0.27 -2.82 0.00
H -2.16 -1.33 -3.65 0.00
H -0.68 -0.78 -4.47 0.00
H -4.35 -0.10 -1.55 0.00
H -5.87 -0.79 -0.95 0.00
H -5.22 -1.32 -2.51 0.00
H -4.30 -4.05 -0.11 0.00
H -5.18 -3.74 -1.62 0.00
H -5.84 -3.17 -0.07 0.00
C 2.01 4.74 0.02 0.00
C 3.26 3.90 0.25 0.00
C 3.71 3.24 -1.05 0.00
C 4.37 4.76 0.82 0.00
O 3.07 2.86 1.24 0.00
P 1.68 2.11 1.57 0.01
O 0.75 2.97 2.31 0.00
O 1.17 1.54 0.21 0.03
O 2.23 0.92 2.46 0.00
C 3.17 -0.14 2.16 0.00
C 4.41 0.14 3.00 0.00
C 3.54 -0.25 0.68 0.00
C 2.47 -1.41 2.61 0.00
H 2.25 5.57 -0.64 0.00
H 1.62 5.13 0.97 0.00
H 1.21 4.15 -0.44 0.00
H 3.90 4.00 -1.81 0.00
H 2.94 2.56 -1.41 0.00
H 4.63 2.67 -0.88 0.00
H 4.66 5.52 0.09 0.00
H 5.24 4.15 1.06 0.00
H 4.03 5.26 1.73 0.00
H 4.85 1.09 2.68 0.00
H 5.14 -0.66 2.88 0.00
H 4.13 0.22 4.05 0.00
H 3.95 0.69 0.31 0.00
H 2.67 -0.50 0.07 0.00
H 4.30 -1.03 0.57 0.00
H 2.16 -1.33 3.65 0.00
H 3.14 -2.27 2.50 0.00
H 1.57 -1.58 1.99 0.00
```